{"formula": "C24H66O9", "method": "ωB97M-V/def2-TZVPD", "elements": ["C", "H", "C", "H", "H", "H", "H", "C", "H", "C", "H", "C", "H", "H", "H", "H", "H", "H", "H", "H", "H", "H", "C", "O", "H", "H", "C", "C", "C", "C", "H", "C", "H", "C", "H", "H", "O", "H", "H", "H", "C", "C", "H", "H", "H", "C", "H", "H", "H", "C", "H", "H", "H", "C", "O", "H", "H", "H", "H", "H", "C", "H", "O", "H", "H", "H", "H", "H", "H", "O", "H", "C", "H", "C", "H", "C", "H", "H", "O", "H", "H", "O", "H", "H", "H", "O", "H", "H", "C", "O", "H", "H", "H", "H", "H", "C", "H", "C", "H"], "xyz": [[-1.9693, -0.9463, 4.0727], [-1.5829, 2.6146, 6.6730], [0.7227, -1.0209, 0.3585], [3.4145, 2.7357, 4.0788], [2.8683, -4.1678, -5.4170], [-1.0712, -0.3271, 5.9594], [-2.1477, -1.7156, 6.0189], [-1.6843, -0.4846, -0.4015], [1.7009, -0.5875, 0.5373], [-2.0369, 1.5035, -4.8052], [2.4591, -0.3125, 6.1867], [-4.0553, -3.1082, -3.6860], [2.4595, 2.0675, 1.9598], [2.6410, 3.3439, -2.0669], [-2.8697, -4.7061, -4.4941], [-5.3150, -3.0105, -1.8581], [-2.1817, 2.5836, -4.9282], [0.1086, 0.2483, -1.2170], [0.1107, -2.9628, -4.7864], [2.7209, 1.1035, -0.6634], [-2.4672, -1.8539, 3.7205], [0.8881, -1.7662, -0.4323], [1.9419, -3.6426, -5.6714], [2.9872, 0.4157, 2.9164], [-0.1322, 3.3721, 7.3364], [-1.4911, 1.8586, -2.7599], [-0.5757, 2.9546, 6.4308], [-0.7085, 1.1192, -5.4488], [3.5555, 1.6276, -1.1352], [-0.2494, -0.0054, -0.2164], [2.6446, 2.0650, -4.1971], [0.9641, -3.5886, -4.5226], [-0.4473, -1.1606, 2.8468], [3.5552, 1.8881, 4.7563], [2.2991, -3.9844, -2.8249], [-1.9997, -3.7824, -3.3888], [1.9581, 2.8044, 1.5744], [5.1114, 3.4698, -2.1954], [-5.2517, -3.8050, -5.1839], [-3.7578, -2.4547, -1.6192], [1.5571, -3.2549, -3.1564], [-1.3554, -1.2337, 5.4296], [-2.2904, 0.4040, -0.5798], [-3.0082, 1.1155, -2.8632], [3.2493, 2.2977, 5.7225], [-0.5769, 3.9374, 5.2614], [0.7051, -3.3275, -2.4780], [1.9675, -1.1961, 4.8119], [-1.7943, 5.2305, 6.0244], [4.5140, 3.0167, -2.9815], [-0.4731, 0.8964, 1.5304], [0.4102, -1.5656, 1.2463], [4.6143, 1.6375, 4.8111], [-4.3005, -3.2208, -2.1923], [-3.1314, 0.8807, -5.4982], [0.2695, 4.6238, 5.2401], [4.2299, 3.7205, -3.7670], [-0.0352, 2.0541, 6.1295], [0.4761, 2.9077, 3.6859], [0.1248, 1.4746, -4.8377], [-3.0463, 0.1242, 4.2310], [-1.7465, -1.1932, -1.2243], [-0.9875, -0.4351, 3.1735], [-2.0546, -0.8849, 0.5470], [1.0037, -5.4977, -3.9312], [1.1715, 2.4083, 1.1431], [-0.5865, -2.0090, 5.4336], [3.8521, -0.0103, 2.9043], [-0.6759, 0.0309, -5.5137], [2.5020, 1.7072, -3.3195], [3.6804, -0.9970, 5.1222], [-0.5495, 3.1751, 3.9446], [4.1022, 2.2228, -0.4120], [-2.7252, -3.6676, -4.2017], [-2.6600, 0.9815, 4.7744], [-2.0294, 1.1020, -3.3458], [-3.9339, -0.2699, 4.7281], [4.1343, 0.7556, -1.4723], [-0.2145, 1.1488, 0.6299], [-3.8511, 0.8026, -4.8683], [2.0051, -2.2641, -3.0314], [0.3718, -4.8889, -4.3207], [-1.1763, 2.2827, 3.9384], [-3.4238, 0.3822, 3.2384], [-0.5257, 1.5990, -6.4111], [-5.1072, -3.9451, -4.2460], [-3.9011, -4.1633, -1.8171], [2.2079, -2.6381, -6.0126], [3.2113, 2.4504, -2.3410], [-1.8335, 4.6658, 5.2414], [1.5650, -4.1757, -6.5462], [-0.9796, 3.7831, 3.1459], [1.6236, 1.1286, 4.2375], [-2.3614, -3.0531, -5.0213], [-4.2826, -2.1194, -4.0992], [2.6455, 0.7530, 4.2557], [-1.4545, 0.1832, -3.2315], [2.7229, -0.4712, 5.1385], [5.0385, 2.2160, -3.5069]], "forces_ev_per_angstrom": [[-0.214, 0.587, 0.907], [-0.133, 0.233, -0.180], [0.237, -0.852, -1.327], [0.295, -0.079, -0.143], [-0.034, 0.124, 0.273], [0.336, 0.000, -0.127], [-0.014, 0.265, 0.129], [0.291, 0.395, 0.767], [0.005, 0.291, 0.199], [-0.209, 0.368, -0.278], [0.188, 0.474, -0.037], [-1.381, -0.906, -0.955], [-0.294, -0.017, -0.297], [-0.322, -0.191, 0.249], [-0.190, 0.107, -0.387], [-0.267, -0.568, -0.525], [0.080, 0.036, 0.279], [0.248, 0.601, 0.240], [0.121, 0.171, 0.191], [-0.351, 0.726, 0.102], [0.314, -0.076, -0.445], [-0.022, -0.192, 0.270], [0.585, 0.188, -0.502], [-0.226, -0.064, -0.351], [0.030, -0.080, 0.026], [0.208, -0.073, -0.191], [0.478, -0.014, 0.052], [-0.066, 0.260, 0.057], [-0.209, -1.529, -0.351], [0.049, -0.168, 0.829], [0.132, 0.237, 0.020], [0.388, -1.376, 0.478], [0.062, -0.015, 0.149], [-0.681, 0.640, -0.301], [0.022, -0.126, -0.291], [0.223, 0.581, -0.210], [-0.208, 0.032, -0.023], [0.254, 0.186, -0.274], [0.342, 0.245, -0.088], [0.375, -0.036, -0.398], [-0.408, 0.798, 0.157], [-0.862, -0.969, 0.467], [-0.055, -0.120, -0.372], [-0.149, -0.531, -0.272], [-0.059, -0.416, 0.147], [-1.398, -0.793, -0.864], [0.158, 0.095, 0.252], [0.152, -0.011, -0.189], [-0.354, 0.040, -0.160], [-1.050, -0.624, -0.053], [-0.118, -0.196, -0.151], [-0.242, 0.119, 0.048], [-0.014, -0.226, -0.094], [1.050, 1.010, 0.700], [0.468, -0.272, -0.140], [0.007, 0.148, 0.396], [0.156, 0.360, 0.230], [0.282, 0.059, 0.234], [-0.123, -0.022, -0.150], [-0.136, -0.188, 0.321], [-0.282, -0.542, -0.661], [-0.230, -0.113, 0.101], [-0.124, -0.059, -0.370], [-0.011, -0.371, -0.168], [0.259, 0.126, -0.008], [0.598, -0.019, 0.248], [0.386, 0.383, -0.273], [-0.026, 0.079, 0.093], [0.198, 0.018, -0.207], [-0.461, -0.745, 0.395], [0.171, 0.296, -0.136], [-0.155, 0.112, -0.366], [-0.037, -0.070, 0.135], [-0.030, 0.092, 1.053], [-0.114, 0.172, -0.115], [0.659, 0.948, 0.427], [0.229, -0.085, 0.377], [0.508, 0.382, -0.005], [-0.178, 0.496, -0.346], [-0.109, 0.013, -0.024], [-0.079, -0.010, -0.296], [-0.666, -0.019, -0.542], [0.133, -0.120, 0.372], [0.278, 0.419, 0.033], [-0.423, -0.311, -0.216], [-0.506, -0.304, 0.379], [-0.439, -0.207, -0.041], [0.074, -0.007, 0.133], [1.080, 1.320, -0.847], [0.880, 0.272, 0.564], [-0.420, 0.075, 0.168], [0.376, 0.235, 0.018], [-0.066, -0.114, -0.203], [0.309, -0.205, -0.023], [0.506, 0.245, 0.492], [1.095, 0.362, 1.023], [-0.506, -0.289, 0.194], [-0.881, -0.984, 0.222], [0.257, -0.114, 0.371]], "relative_energy_kj_mol": 132.75, "smiles": "CC(C)O.CC(C)O.CC(C)O.CC(C)O.CC(C)O.CC(C)O.CC(C)O.CC(C)O.O", "spin_multiplicity": 1, "total_energy_ha": -1631.10740, "e_lumo_ev": 0.45}